Computed, not measured: one molecule with the formula C5H7OP in a non-equilibrium geometry, with ωB97M-V/def2-TZVPD.

* energy above the lowest of the compared OMol25 structures with the same formula, charge and spin: 268.64 kJ/mol
* HOMO level (alpha / beta): -7.91 / -7.91 eV
* M: 114.08 g/mol

Structure (ORCA input):
```
! RIJCOSX wB97M-V def2-TZVPD def2/J DEFGRID3
* xyz 0 1
C 0.01672 -1.55574 0.17862
C -0.95682 -0.58560 0.10680
C 1.37069 -1.34138 -0.25592
C -0.61013 0.70058 -0.26395
C -1.47270 1.85320 0.01486
O 3.36809 0.59904 -0.19081
P 1.97292 0.44326 0.28796
H -0.21913 -2.48551 0.67810
H -1.97058 -0.85154 0.40439
H 1.44822 -1.16038 -1.33051
H 2.07751 -2.12142 0.03858
H -1.12456 2.30631 0.94589
H -2.52623 1.58766 0.14570
H -1.37399 2.61152 -0.75971
*
```

Computed, not measured: one molecule with the formula C5H7OP in a non-equilibrium geometry, with ωB97M-V/def2-TZVPD.

* energy above the lowest of the compared OMol25 structures with the same formula, charge and spin: 334.04 kJ/mol
* HOMO level (alpha / beta): -8.09 / -8.11 eV
* M: 114.08 g/mol

Structure (ORCA input):
```
! RIJCOSX wB97M-V def2-TZVPD def2/J DEFGRID3
* xyz 0 1
C -0.27855 -0.57771 -0.84352
C -0.09989 -0.97066 -2.10022
C 0.94933 0.31815 -0.40822
C 0.50079 1.62261 0.19111
C -1.43724 -0.82199 0.02425
O 0.25794 -1.34841 -3.13950
P -0.29398 1.55156 1.87600
H 1.63775 -0.14642 0.40123
H 1.53139 0.49805 -1.27194
H 1.35806 2.37448 0.34126
H -0.26213 2.19108 -0.53101
H -1.73788 0.16912 0.31015
H -1.24111 -1.22429 1.02455
H -2.29657 -1.42898 -0.42669
*
```

Computed, not measured: one molecule with the formula C5H7P in a non-equilibrium geometry, with ωB97M-V/def2-TZVPD.

* energy above the lowest of the compared OMol25 structures with the same formula, charge and spin: 447.05 kJ/mol
* HOMO level (alpha / beta): -8.12 / -8.20 eV
* M: 98.08 g/mol

Structure (ORCA input):
```
! RIJCOSX wB97M-V def2-TZVPD def2/J DEFGRID3
* xyz 0 1
C 1.37652 -2.19749 -1.33726
P 0.95178 -2.10665 0.28751
C -0.19042 -0.88917 0.70321
C -0.12670 0.43316 0.29992
C 0.81810 0.83176 -0.52241
C -1.26438 1.25578 0.65960
H 2.40143 -2.18905 -1.68378
H -1.01396 -1.07616 1.41979
H 1.44624 0.07712 -0.93088
H 0.57374 1.72948 -1.01841
H -2.07540 0.45680 0.80791
H -1.63614 1.85449 -0.19299
H -1.26081 1.81995 1.50778
*
```

Computed, not measured: C5H7PS as an isolated structure in a non-equilibrium geometry, with ωB97M-V/def2-TZVPD.

* energy above the lowest of the compared OMol25 structures with the same formula, charge and spin: 146.52 kJ/mol
* HOMO level: -8.56 eV
* M: 130.15 g/mol

Structure (ORCA input):
```
! RIJCOSX wB97M-V def2-TZVPD def2/J DEFGRID3
* xyz 0 1
C -0.18805 0.40547 0.33090
C -0.81996 -0.65972 -0.40030
C 1.18335 -0.05557 0.43523
C 0.05588 -1.55336 -0.80099
C 1.31518 -1.25993 -0.21659
P -0.52826 1.67638 -1.10107
S -2.25511 1.62908 -1.87814
H -0.67055 0.87458 1.15989
H -1.89577 -0.58523 -0.78167
H 1.88995 0.32669 1.01636
H -0.06898 -2.50531 -1.29736
H 2.17498 -2.01515 -0.23153
H 0.55314 1.16922 -2.00904
H -0.00046 2.83119 -0.69142
*
```

Computed, not measured: one molecule with the formula C5H8 in a non-equilibrium geometry, with ωB97M-V/def2-TZVPD.

* energy above the lowest of the compared OMol25 structures with the same formula, charge and spin: 126.99 kJ/mol
* HOMO level: -8.79 eV
* M: 68.12 g/mol

Structure (ORCA input):
```
! RIJCOSX wB97M-V def2-TZVPD def2/J DEFGRID3
* xyz 0 1
C -1.99735 -0.21279 0.18398
C -0.80131 -0.63202 -0.19403
C 0.44334 0.10329 -0.00261
C 0.34016 1.42872 -0.10739
C 1.80812 -0.64136 0.12777
H -2.87949 -0.83278 -0.11873
H -2.22681 0.76888 0.61555
H -0.55478 -1.63528 -0.64145
H 1.22051 2.05370 -0.10364
H -0.70568 1.88575 -0.14872
H 2.64438 0.08064 -0.11164
H 2.00187 -1.08129 1.14093
H 1.74225 -1.51466 -0.67862
*
```

Computed, not measured: one molecule with the formula C5H8 in a non-equilibrium geometry, with ωB97M-V/def2-TZVPD.

* energy above the lowest of the compared OMol25 structures with the same formula, charge and spin: 84.54 kJ/mol
* HOMO level: -8.84 eV
* M: 68.12 g/mol

Structure (ORCA input):
```
! RIJCOSX wB97M-V def2-TZVPD def2/J DEFGRID3
* xyz 0 1
C -0.53980 0.98473 -0.73468
C 0.76717 0.96911 -0.46695
C 1.20957 -0.26330 0.23702
C -0.18800 -0.79264 0.81197
C -1.26060 -0.20527 -0.13212
H -1.04058 1.70992 -1.36848
H 1.57937 1.48217 -0.96943
H 1.90432 -0.58333 -0.64339
H 1.95779 -0.21648 1.03249
H -0.27375 -1.87058 0.96720
H -0.37525 -0.34603 1.81143
H -1.53267 -0.94428 -0.90071
H -2.20758 0.07599 0.35564
*
```

Computed, not measured: one molecule with the formula C5H8 in a non-equilibrium geometry, with ωB97M-V/def2-TZVPD.

* energy above the lowest of the compared OMol25 structures with the same formula, charge and spin: 124.46 kJ/mol
* HOMO level: -9.08 eV
* M: 68.12 g/mol

Structure (ORCA input):
```
! RIJCOSX wB97M-V def2-TZVPD def2/J DEFGRID3
* xyz 0 1
C -2.27750 -1.52954 0.19483
C -1.23520 -0.56040 0.02244
C -0.35896 0.31324 -0.14558
C 0.74917 1.21845 -0.39119
C 2.06053 0.69836 0.18205
H -2.46670 -2.02706 -0.76097
H -3.19552 -1.04147 0.53114
H -1.88154 -2.30856 0.85253
H 0.51694 2.19556 0.06512
H 0.90541 1.31347 -1.49984
H 1.97990 0.65759 1.27323
H 2.87363 1.36408 -0.11936
H 2.32985 -0.29373 -0.20439
*
```

Computed, not measured: one molecule with the formula C5H8 in a non-equilibrium geometry, with ωB97M-V/def2-TZVPD.

* energy above the lowest of the compared OMol25 structures with the same formula, charge and spin: 200.25 kJ/mol
* HOMO level: -9.47 eV
* M: 68.12 g/mol

Structure (ORCA input):
```
! RIJCOSX wB97M-V def2-TZVPD def2/J DEFGRID3
* xyz 0 1
C 1.58194 -1.12795 1.31734
C 0.89624 -0.11380 0.80512
C 0.41457 -0.01775 -0.52931
C -0.96655 0.54168 -0.31588
C -1.94322 0.75044 -1.15904
H 2.06237 -1.33599 2.29717
H 1.90515 -2.00006 0.72547
H 0.42544 0.68428 1.43627
H 0.93745 0.76339 -1.07535
H 0.57930 -0.82119 -1.24069
H -1.01705 1.09843 0.72613
H -2.91193 1.22620 -0.79904
H -1.96370 0.35232 -2.18819
*
```

Computed, not measured: C5H87BBrCl2InN2O38P as an isolated structure, with ωB97M-V/def2-TZVPD.

* HOMO level: -3.90 eV
* M: 1091.14 g/mol

Structure (ORCA input):
```
! RIJCOSX wB97M-V def2-TZVPD def2/J DEFGRID3
* xyz -1 1
C -2.09354 -3.07347 0.20901
C -1.51291 -1.67590 -0.00242
Cl -2.86455 -0.46088 0.04286
C -0.68412 -1.44267 -1.21018
Cl -1.62032 -1.98875 -2.68906
In 0.11184 0.65034 -1.55766
Br -1.18596 1.71890 -3.59860
B -0.13462 2.11302 0.20639
O -1.32251 2.19531 0.90108
N 0.97013 2.98159 0.60466
C 0.79769 4.38794 0.28573
C 1.29739 2.74388 2.00436
P 2.56733 0.38988 -2.19605
N 2.72546 0.56491 -3.90264
O 2.83088 -1.25062 -1.96776
H -1.51990 -3.79765 -0.35530
H -2.03528 -3.35044 1.25866
H -3.13014 -3.14016 -0.10628
H -0.88730 -1.45028 0.85303
H 0.15996 -2.12127 -1.12744
H -1.86935 2.95078 0.63663
H -0.12034 4.82021 0.70108
H 1.64679 4.95422 0.66230
H 0.78405 4.52789 -0.79383
H 0.81284 3.45625 2.67913
H 1.02085 1.73868 2.29659
H 2.37424 2.81987 2.16583
H 1.85671 0.38685 -4.39664
H 3.01750 1.52449 -4.06643
H 3.67463 -1.30706 -1.50534
O -4.31049 -2.01753 2.65333
H -3.92752 -1.79827 1.79005
H -4.98107 -2.68289 2.46308
O 0.04175 0.86401 -6.83984
H -0.34311 1.39791 -6.12980
H -0.68861 0.74976 -7.45618
O -3.09588 -0.25415 4.70706
H -3.47251 -0.85982 4.05193
H -3.55304 0.57969 4.51518
O -3.42833 2.37866 -6.18394
H -3.01237 2.24658 -5.31939
H -4.36880 2.42010 -5.97922
O 1.09256 -1.95433 -4.64458
H 1.77830 -2.37910 -4.11203
H 0.26303 -2.18175 -4.22054
O 5.41390 2.58638 -2.41954
H 6.17863 2.53164 -1.83524
H 5.67211 2.04635 -3.17470
O -3.06793 4.81600 0.59896
H -3.52867 5.49182 1.10413
H -3.65856 4.59080 -0.12972
O -4.61996 0.52881 7.31986
H -4.01570 0.63796 8.06390
H -4.09212 0.07763 6.64170
O -6.29387 0.00881 1.28606
H -5.60509 -0.00322 0.60894
H -5.91482 -0.54001 1.98937
O -1.22464 -5.30583 -2.56570
H -1.47782 -5.82080 -3.35021
H -1.65475 -4.45155 -2.72647
O 1.10427 -1.85038 1.80757
H 1.83786 -2.35523 2.17033
H 0.89383 -1.20598 2.49970
O 7.00291 3.42232 -0.25004
H 7.50044 3.01931 0.47126
H 6.10578 3.54074 0.08914
O -6.71713 -1.52383 7.60129
H -6.28531 -0.67182 7.74846
H -6.93328 -1.51174 6.65557
O -4.96716 2.04899 3.34581
H -5.49577 1.49374 2.75742
H -5.33506 2.93356 3.26564
O -5.53033 2.42818 -0.97707
H -4.96161 1.83458 -0.47377
H -6.35190 2.44956 -0.47277
O -3.57292 5.44195 -5.56750
H -3.05230 5.28994 -4.77139
H -3.31184 4.70874 -6.14164
O 1.56419 -5.41180 -3.45830
H 1.59835 -5.93144 -4.26781
H 0.69331 -5.59606 -3.07507
O -2.83077 3.00480 7.63604
H -2.24673 3.13075 6.87923
H -3.51502 2.39540 7.32994
O -2.10784 2.82868 10.53666
H -1.22505 2.44942 10.56899
H -2.31574 2.89886 9.59460
O 0.90914 -4.47081 -0.52276
H 1.65334 -4.32861 -1.12158
H 0.26914 -4.95828 -1.05790
O 3.78766 -0.82617 -6.46036
H 3.45492 -0.22356 -5.77492
H 3.02097 -0.95032 -7.02908
O -6.03565 -4.07896 6.10311
H -5.30496 -4.51525 6.55212
H -6.36931 -3.44511 6.75588
O 7.50129 0.81672 -3.59066
H 8.28854 0.71134 -3.04622
H 7.62861 0.28406 -4.38702
O 10.14585 -0.07612 -2.37591
H 10.79311 -0.13370 -3.08642
H 10.39698 -0.76028 -1.74674
O 1.19720 0.22784 4.09730
H 1.77120 -0.27154 4.68713
H 0.72419 0.84583 4.66490
O -6.89753 -1.60180 4.76303
H -7.56845 -1.71685 4.08295
H -6.26439 -2.32248 4.63822
O 9.46278 1.92932 0.26185
H 10.28982 1.78657 0.73279
H 9.67138 1.73256 -0.66101
O 7.35233 0.25226 -6.39336
H 6.61485 -0.20708 -6.81382
H 7.06580 1.17156 -6.35370
O 9.04866 1.84544 3.52713
H 9.82971 1.65112 4.05343
H 9.28795 1.64082 2.61728
O -1.11522 -2.73254 4.67346
H -1.43028 -3.34025 3.99704
H -1.58973 -1.90860 4.50507
O -2.82067 -3.52923 -5.51734
H -2.70413 -2.85093 -4.84091
H -2.43644 -3.12419 -6.30410
O -1.92780 -6.19267 -5.19611
H -2.19178 -6.64536 -5.99949
H -2.21148 -5.26337 -5.28575
O -5.36319 0.29274 -3.22687
H -4.58340 -0.16481 -2.88899
H -5.56218 0.95520 -2.55031
O 6.06040 5.81916 -1.95836
H 6.71589 5.80274 -2.66205
H 6.32918 5.07552 -1.40101
O 1.12679 -8.32122 -4.28352
H 1.21911 -8.46233 -3.33571
H 1.61296 -9.03999 -4.69850
O 0.23053 3.24923 7.10860
H 0.89147 2.79644 7.64177
H -0.15339 3.90127 7.70558
*
```

Computed, not measured: C5H8AgFO4 as an isolated structure in a non-equilibrium geometry, with ωB97M-V/def2-TZVPD.

* energy above the lowest of the compared OMol25 structures with the same formula, charge and spin: 0.00 kJ/mol
* HOMO level: -9.32 eV
* M: 258.98 g/mol

Structure (ORCA input):
```
! RIJCOSX wB97M-V def2-TZVPD def2/J DEFGRID3
* xyz 0 1
C -1.84703 0.98225 2.55501
O -1.76601 -0.41560 2.26725
C -3.21245 1.25973 3.13553
H -1.05539 1.27519 3.26358
H -1.69664 1.55581 1.62690
H -3.11198 1.54294 4.19148
H -3.69975 2.08332 2.59647
H -3.85109 0.36848 3.07278
C 1.13475 0.47909 1.30824
O 0.07386 -0.20043 0.89367
C -0.52329 -0.95362 1.97807
C 0.58265 -0.85428 3.04121
O 1.43421 0.19760 2.56360
O 1.71789 1.27097 0.60609
F 0.10190 1.93166 -3.07750
H -0.69918 -1.97874 1.64118
H 0.20757 -0.58526 4.03254
H 1.17037 -1.77717 3.09586
Ag 1.37480 2.29280 -1.43870
*
```

Computed, not measured: an isolated ion of composition C5H8BBrN2O3P and charge +1 in a non-equilibrium geometry, with ωB97M-V/def2-TZVPD.

* HOMO level: -12.98 eV
* M: 265.82 g/mol

Structure (ORCA input):
```
! RIJCOSX wB97M-V def2-TZVPD def2/J DEFGRID3
* xyz 1 1
C -1.98901 -2.32386 -0.18895
O -1.74017 -2.11688 -1.61787
B -1.06042 -0.89436 -1.87546
O -1.50211 0.01257 -2.91807
N 0.15164 -0.41613 -1.04865
C -0.08495 0.77263 -0.29782
C 1.08962 1.30135 0.60549
P 0.86201 2.83829 1.68388
O -0.33580 2.42629 2.86638
Br 2.79350 3.13045 2.82620
C 2.41899 0.45977 0.56391
C 2.35118 -0.80014 -0.38490
N 1.23529 -1.17419 -1.15491
H -1.41425 -3.27324 0.11041
H -3.12786 -2.45111 -0.05647
H -1.69350 -1.44042 0.47309
H -2.40694 0.32268 -2.66911
H -1.08894 1.33082 -0.28884
H -1.10081 2.99686 2.60801
H 3.33571 0.73683 1.17409
H 3.30682 -1.43820 -0.41039
*
```

Computed, not measured: one molecule with the formula C5H8BNO2 in a non-equilibrium geometry, with ωB97M-V/def2-TZVPD.

* energy above the lowest of the compared OMol25 structures with the same formula, charge and spin: 812.52 kJ/mol
* HOMO level (alpha / beta): -8.11 / -8.11 eV
* M: 124.94 g/mol

Structure (ORCA input):
```
! RIJCOSX wB97M-V def2-TZVPD def2/J DEFGRID3
* xyz 0 1
B 0.12526 -1.04663 2.04791
C -0.19521 -0.12376 0.97040
C -0.81429 0.79098 0.22642
C 1.16797 0.09491 -1.97153
C -1.59988 1.62525 1.22056
C 1.58678 -0.82824 -3.03849
N -0.87824 0.94540 -1.05519
O -0.11514 0.13231 -1.86957
O -0.17889 -0.67609 3.33361
H 0.77281 -2.03101 1.74812
H -0.95196 2.29064 1.84393
H -2.17749 2.38055 0.58755
H -2.29524 1.11779 1.89096
H 2.04099 -0.24056 -3.83567
H 2.45925 -1.33391 -2.51368
H 1.05530 -1.64273 -3.56759
H -0.00201 -1.45489 3.98224
*
```